DFT (ωB97M-V with the def2-TZVPD basis set) results for a cluster of 12 separate species, C23H70N2O23 in total.

CARTESIAN COORDINATES (ANGSTROEM)
C: 6.580 3.623 -3.562
O: 5.999 2.842 -4.277
N: 6.327 3.647 -2.311
N: 7.447 4.552 -3.900
H: 5.661 2.949 -2.013
H: 6.611 4.473 -1.802
H: 7.718 4.244 -4.823
H: 7.912 5.194 -3.274
C: 4.716 5.181 5.144
C: 4.068 5.452 6.535
O: 4.906 5.199 7.594
O: 5.693 6.211 4.821
H: 3.901 5.244 4.424
H: 4.967 4.122 5.076
H: 3.146 4.912 6.747
H: 3.668 6.465 6.582
H: 5.736 5.681 7.604
H: 6.470 6.083 5.370
C: -9.788 -2.605 -4.925
C: -8.482 -3.337 -4.978
O: -7.554 -2.490 -4.419
O: -10.767 -3.485 -5.418
H: -9.714 -1.643 -5.433
H: -9.837 -2.325 -3.873
H: -8.190 -3.546 -6.007
H: -8.355 -4.306 -4.495
H: -6.705 -2.652 -4.836
H: -10.655 -3.380 -6.366
C: -6.909 -5.382 1.894
C: -7.809 -4.439 2.674
O: -8.686 -3.801 1.815
O: -5.742 -4.728 1.299
H: -7.286 -6.057 1.125
H: -6.632 -6.102 2.664
H: -7.251 -3.812 3.371
H: -8.455 -5.064 3.290
H: -9.293 -4.530 1.670
H: -6.073 -4.287 0.514
C: 0.370 -9.275 2.412
C: -0.963 -10.040 2.368
O: -0.870 -11.487 2.231
O: 0.687 -9.121 3.819
H: 0.349 -8.240 2.073
H: 1.111 -9.768 1.782
H: -1.529 -9.733 1.488
H: -1.494 -9.833 3.298
H: -0.915 -11.809 3.134
H: 1.070 -9.945 4.127
C: 0.557 8.147 -1.021
C: 0.143 8.710 0.358
O: -1.225 8.462 0.711
O: 1.765 8.492 -1.604
H: -0.034 8.377 -1.908
H: 0.792 7.083 -1.019
H: 0.284 9.790 0.408
H: 0.844 8.297 1.083
H: -1.369 7.542 0.941
H: 1.913 8.050 -2.443
C: -6.190 3.455 3.462
C: -6.749 2.635 2.232
O: -8.135 2.321 2.476
O: -4.729 3.547 3.172
H: -6.411 3.000 4.428
H: -6.637 4.445 3.550
H: -6.187 1.703 2.176
H: -6.636 3.189 1.301
H: -8.149 1.396 2.732
H: -4.328 2.675 3.149
C: 0.384 6.057 -8.069
C: 0.031 4.890 -7.225
O: -1.270 4.385 -7.548
O: 1.665 6.612 -7.587
H: -0.349 6.863 -8.048
H: 0.414 5.801 -9.128
H: 0.018 5.135 -6.163
H: 0.706 4.042 -7.339
H: -1.273 4.048 -8.447
H: 2.148 6.744 -8.406
C: 9.782 -0.789 3.707
C: 10.686 -2.032 3.875
O: 12.039 -1.694 3.444
O: 9.429 -0.604 2.375
H: 10.272 0.084 4.136
H: 8.908 -1.110 4.275
H: 10.354 -2.997 3.493
H: 10.856 -2.157 4.944
H: 12.245 -2.388 2.813
H: 8.539 -0.320 2.152
C: 1.705 -1.314 -0.039
C: 0.248 -0.688 -0.102
O: -0.300 -0.492 1.196
O: 2.453 -0.626 0.964
H: 2.172 -1.191 -1.016
H: 1.668 -2.370 0.230
H: -0.438 -1.373 -0.601
H: 0.262 0.298 -0.565
H: -0.722 -1.311 1.465
H: 1.996 -1.033 1.704
C: -0.931 -1.528 -10.018
C: -1.916 -2.202 -9.022
O: -1.730 -1.678 -7.727
O: -1.232 -0.239 -10.400
H: -1.123 -1.997 -10.983
H: 0.144 -1.554 -9.838
H: -1.794 -3.285 -8.999
H: -2.917 -2.106 -9.444
H: -1.702 -0.725 -7.839
H: -1.225 -0.085 -11.347
C: 2.208 -3.808 8.791
C: 3.165 -3.570 7.558
O: 2.295 -3.314 6.402
O: 1.759 -2.576 9.220
H: 2.671 -4.377 9.597
H: 1.267 -4.327 8.613
H: 3.650 -4.515 7.313
H: 3.840 -2.744 7.782
H: 1.821 -4.102 6.129
H: 2.445 -1.910 9.305

* E_LUMO: 0.0072 Eh
* 2S+1: 1
* energy above the lowest of the compared OMol25 structures with the same formula, charge and spin: 208.08 kcal per mole
* total charge: 0
* molar mass: 742.80 g/mol
* gap between HOMO and LUMO: 9.832 eV



DFT (ωB97M-V with the def2-TZVPD basis set) results for the molecule C19H28N4O5S.

CARTESIAN COORDINATES (ANGSTROEM)
C: -5.900 -2.187 6.842
H: -6.032 -2.396 5.776
H: -5.804 -3.135 7.383
O: -4.772 -1.368 7.068
C: -3.568 -1.912 6.596
C: -3.471 -1.877 5.105
N: -4.235 -2.451 4.238
N: -3.793 -2.103 3.011
C: -2.768 -1.330 3.205
N: -2.033 -0.757 2.208
C: -0.857 -0.048 2.387
O: -0.352 0.109 3.469
C: -0.272 0.476 1.121
C: 1.111 0.657 1.087
C: 1.720 1.141 -0.055
C: 0.944 1.461 -1.153
C: -0.430 1.324 -1.122
C: -1.045 0.827 0.015
H: -2.122 0.751 0.044
H: -1.002 1.622 -1.987
S: 1.770 2.030 -2.643
O: 0.768 2.516 -3.550
O: 2.838 2.904 -2.262
N: 2.428 0.583 -3.158
C: 3.781 0.661 -3.675
H: 4.354 1.192 -2.914
C: 3.895 1.400 -5.027
C: 4.827 2.603 -4.904
H: 4.471 3.266 -4.119
H: 5.837 2.279 -4.661
H: 4.858 3.157 -5.840
C: 4.374 0.463 -6.135
H: 3.711 -0.393 -6.243
H: 4.409 0.990 -7.086
H: 5.375 0.097 -5.912
H: 2.897 1.774 -5.281
H: 4.167 -0.358 -3.750
C: 1.491 -0.273 -3.852
H: 1.606 -0.178 -4.938
C: 1.628 -1.746 -3.444
C: 0.629 -2.588 -4.234
H: 0.799 -2.487 -5.303
H: -0.388 -2.270 -4.017
H: 0.726 -3.638 -3.969
C: 1.414 -1.916 -1.944
H: 1.547 -2.956 -1.657
H: 0.408 -1.607 -1.667
H: 2.123 -1.307 -1.390
H: 2.641 -2.082 -3.691
H: 0.492 0.082 -3.594
H: 2.786 1.293 -0.109
H: 1.685 0.409 1.966
H: -2.370 -0.969 1.280
O: -2.503 -1.137 4.503
H: -2.765 -1.294 7.004
H: -3.451 -2.952 6.940
H: -6.754 -1.632 7.223

* E_LUMO: -0.0130 Eh
* 2S+1: 1
* energy above the lowest of the compared OMol25 structures with the same formula, charge and spin: 69.86 kcal per mole
* total charge: 0
* molar mass: 424.52 g/mol
* gap between HOMO and LUMO: 9.033 eV



DFT (ωB97M-V with the def2-TZVPD basis set) results for a structure of composition C18H24N4O7PtS.

CARTESIAN COORDINATES (ANGSTROEM)
Pt: 0.903 0.775 0.263
O: 0.679 -3.034 -5.567
C: 0.278 -1.690 -5.648
C: 0.383 -1.089 -4.276
C: -0.136 0.173 -3.998
C: -0.008 0.707 -2.733
N: 0.620 0.040 -1.754
C: 1.101 -1.159 -2.037
C: 1.025 -1.782 -3.251
C: 1.199 -2.274 0.115
C: 1.427 -3.567 0.513
C: 0.971 -3.976 1.741
C: 1.054 -5.363 2.266
O: 1.844 -6.217 1.494
C: 0.293 -2.921 2.589
C: 0.177 -1.602 2.131
N: 0.594 -1.230 0.945
H: 0.700 -3.422 -6.447
H: -0.752 -1.581 -6.004
H: 0.921 -1.106 -6.318
H: -0.643 0.747 -4.763
H: -0.418 1.673 -2.469
H: 1.448 -2.763 -3.412
H: 1.930 -4.254 -0.155
H: 0.043 -5.795 2.280
H: 1.363 -5.335 3.323
H: 2.772 -5.966 1.563
H: -0.067 -3.171 3.578
H: -0.265 -0.834 2.756
C: 0.559 4.096 0.583
N: -0.652 3.788 1.330
C: -1.160 4.840 2.227
C: -2.659 4.713 2.379
C: -3.008 3.299 2.786
N: -2.397 2.342 1.855
C: -3.101 1.075 1.681
C: -1.298 2.628 1.158
O: -0.890 1.775 0.271
H: 1.254 3.249 0.556
H: 1.078 4.902 1.094
H: 0.344 4.403 -0.441
H: -0.902 5.799 1.781
H: -0.653 4.772 3.193
H: -3.147 4.954 1.432
H: -3.018 5.417 3.127
H: -4.085 3.141 2.755
H: -2.670 3.081 3.803
H: -3.368 0.689 2.665
H: -2.471 0.360 1.164
H: -4.015 1.220 1.105
O: 4.321 -1.853 0.019
S: 3.688 -0.753 -0.598
O: 3.057 0.215 0.293
O: 1.842 -1.782 -1.011
O: 3.912 -0.353 -1.933

* E_LUMO (alpha / beta): -0.2127 / -0.3448 Eh
* 2S+1: 5
* energy above the lowest of the compared OMol25 structures with the same formula, charge and spin: 50.00 kcal per mole
* total charge: +2
* molar mass: 635.56 g/mol
* gap between HOMO and LUMO (alpha / beta): 6.813 / 5.540 eV



For reference, largest force on an atom by record: 5.41, 1.57, 0.55 eV Å⁻¹.
For reference, DFT total energy by record: -75046.9648, -47189.5169, -53409.7603 eV.